Record 1
{"formula": "C9H17O3P", "method": "ωB97M-V/def2-TZVPD", "orbital_gap_ha": 0.270, "molar_mass_g_mol": 204.21, "max_force_ev_per_a": 5.5, "species": ["C", "C", "C", "C", "C", "C", "C", "C", "C", "O", "O", "O", "P", "H", "H", "H", "H", "H", "H", "H", "H", "H", "H", "H", "H", "H", "H", "H", "H", "H"], "xyz": [[1.83414, 1.54990, -0.12386], [-0.03739, -2.08489, -0.37944], [2.92922, 0.46467, 0.09007], [0.71168, 1.24585, 0.89804], [-0.53594, -1.21583, 0.72258], [1.42239, 1.70520, -1.54432], [-0.46777, 2.14319, 0.61091], [-2.89862, -1.73028, 0.41579], [-1.88037, -0.55699, 0.51054], [2.64773, -2.12155, 0.62364], [0.57556, -0.18389, 0.89934], [-0.78151, -2.15845, -1.60262], [1.98206, -1.03591, -0.09704], [2.20098, 2.43463, 0.32303], [0.24045, -3.00661, -0.04144], [3.93349, 0.70782, -0.46892], [1.09688, 1.37648, 1.85692], [-0.54087, -1.83225, 1.59315], [0.85281, 2.53628, -1.70869], [0.91486, 0.86395, -1.79165], [2.35240, 1.83471, -2.22824], [-0.27110, 3.12033, 0.86716], [-1.46949, 1.88959, 1.15654], [-0.54155, 2.13354, -0.51026], [-3.98484, -1.17620, 0.47772], [-2.87283, -2.13814, 1.35017], [-2.97893, -2.36930, -0.51086], [-2.28266, 0.07220, 1.43589], [-1.89134, 0.00938, -0.46570], [-0.25944, -2.47745, -2.35844]], "atomic_forces_ev_per_a": [[1.1, -1.1, 1.6], [1.1, 2.6, -2.4], [-1.0, 0.5, -2.3], [-0.1, 0.7, -1.1], [-0.6, 1.7, -1.1], [4.2, 1.2, -0.5], [-2.6, -2.8, -0.9], [-3.6, 3.5, -2.4], [-1.4, 0.0, -0.2], [0.0, -1.7, 0.2], [-0.2, -2.0, -0.6], [0.3, 0.7, 0.7], [0.4, 0.4, 1.3], [0.8, 1.5, 0.0], [0.8, -2.5, 0.7], [-2.1, -0.9, 1.0], [0.7, 0.8, 1.6], [0.3, 0.1, 1.0], [-1.7, 2.3, -0.6], [-1.6, -2.7, -1.3], [-1.5, -0.5, 1.2], [0.9, 2.2, 0.7], [2.0, 0.3, -1.2], [-1.0, 0.0, 1.2], [2.3, -1.3, -0.4], [0.1, -2.3, 2.2], [0.8, 0.6, 1.4], [1.3, -1.1, -2.1], [0.1, -0.3, 1.3], [0.1, 0.1, 0.8]]}

Record 2
{"formula": "C40H39N5O4S2V", "method": "ωB97M-V/def2-TZVPD", "orbital_gap_ha": [0.122, 0.191], "total_charge": -2, "spin_multiplicity": 4, "molar_mass_g_mol": 768.86, "max_force_ev_per_a": 1.7, "species": ["V", "C", "O", "C", "C", "C", "C", "C", "C", "N", "N", "C", "O", "C", "C", "C", "C", "C", "C", "C", "O", "H", "H", "H", "H", "H", "H", "H", "H", "H", "H", "H", "H", "C", "C", "N", "N", "C", "S", "S", "C", "C", "C", "C", "C", "C", "C", "C", "C", "C", "C", "C", "C", "O", "H", "H", "H", "H", "H", "H", "H", "H", "H", "H", "H", "H", "H", "H", "C", "N", "C", "C", "C", "C", "C", "C", "C", "C", "H", "H", "H", "H", "H", "H", "H", "H", "H", "H", "H", "H", "H"], "xyz": [[0.62788, 1.11825, 0.44953], [4.90390, 0.19536, 1.76138], [4.58982, 0.48722, 3.13237], [3.36742, 0.08454, 3.58911], [3.36790, -0.62886, 4.76268], [2.18485, -1.02791, 5.39093], [0.98935, -0.66101, 4.81690], [0.94848, 0.04564, 3.60625], [-0.31137, 0.67786, 3.25379], [-0.54783, 1.27419, 2.15412], [-1.68390, 2.10246, 2.16432], [-1.26135, 3.23693, 1.65395], [-0.08782, 3.45953, 1.23828], [-2.29411, 4.34223, 1.58627], [-1.92642, 5.57699, 1.06453], [-2.85620, 6.60773, 0.96223], [-4.16459, 6.40948, 1.37890], [-4.53864, 5.17389, 1.89930], [-3.61096, 4.14679, 2.00322], [2.14020, 0.39901, 2.91056], [2.15757, 1.03130, 1.78661], [5.97350, 0.39137, 1.66145], [4.70295, -0.85721, 1.53980], [4.33255, 0.79278, 1.07451], [4.33791, -0.86491, 5.18919], [2.21615, -1.59054, 6.31668], [0.04547, -0.88974, 5.30257], [-1.06677, 0.74899, 4.02927], [-0.90017, 5.69559, 0.73763], [-2.55488, 7.56449, 0.54851], [-4.89308, 7.20894, 1.29328], [-5.56084, 5.00443, 2.22170], [-3.88277, 3.17051, 2.39466], [0.13087, -2.84584, 1.76354], [-0.26891, -1.68969, 0.88203], [0.71974, -0.93865, 0.24570], [1.85187, -1.70429, -0.01300], [2.81234, -1.08067, -0.62552], [2.84669, 0.57639, -1.06329], [4.06480, -2.21025, -1.31053], [2.93041, -3.05185, -2.44280], [2.19081, -4.24186, -1.88100], [0.88529, -4.11554, -1.41817], [0.19120, -5.21583, -0.92918], [0.80084, -6.46036, -0.88991], [2.11253, -6.59467, -1.32519], [2.80025, -5.49008, -1.81330], [-1.64871, -1.37482, 0.75315], [-2.65229, -2.23700, 1.27969], [-4.01207, -1.99032, 1.13842], [-4.44249, -0.84521, 0.47343], [-3.49110, 0.04752, -0.02936], [-2.10869, -0.16142, 0.10165], [-1.26654, 0.72633, -0.37734], [1.19242, -2.82143, 1.97360], [-0.09241, -3.82818, 1.32327], [-0.41447, -2.79620, 2.71751], [3.47379, -3.36250, -3.34058], [2.20346, -2.29650, -2.75429], [0.43617, -3.12856, -1.36522], [-0.81657, -5.08119, -0.54753], [0.26624, -7.31903, -0.49761], [2.60706, -7.55910, -1.27786], [3.83295, -5.59501, -2.13793], [-2.34093, -3.14221, 1.79463], [-4.72887, -2.69079, 1.55794], [-5.50251, -0.62444, 0.37557], [-3.79321, 0.99323, -0.47660], [-0.79675, -1.48487, -4.14848], [-0.82534, -0.06542, -3.72202], [-2.15154, 0.28176, -3.10136], [0.36193, 0.26755, -2.81264], [0.49631, 1.76156, -2.69003], [0.53002, 2.49205, -3.87994], [0.66782, 3.87254, -3.86992], [0.80183, 4.49714, -2.63808], [0.79887, 3.75490, -1.46015], [0.64170, 2.35551, -1.41645], [-1.62648, -1.67549, -4.82651], [-0.89871, -2.09937, -3.25899], [0.15638, -1.69431, -4.62987], [-0.72427, 0.52153, -4.53250], [-2.41244, -0.48425, -2.37345], [-2.89457, 0.32608, -3.90103], [-2.04995, 1.21770, -2.57083], [1.23400, -0.19735, -3.27433], [0.15250, -0.20699, -1.86018], [0.51095, 1.99094, -4.85374], [0.69632, 4.43268, -4.79851], [0.91408, 5.57747, -2.59003], [0.90318, 4.28236, -0.52933]], "atomic_forces_ev_per_a": [[0.4, 0.7, -1.5], [0.2, -0.2, 0.4], [0.2, 0.2, -0.3], [-0.3, -0.3, -0.1], [0.1, -0.1, 0.1], [-0.1, 0.0, 0.1], [0.1, 0.0, 0.0], [0.0, 0.0, 0.1], [0.2, -0.2, -0.1], [-0.4, -0.4, 0.7], [0.4, 0.1, 0.0], [-0.2, 0.1, -0.1], [-0.1, 0.1, -0.2], [0.1, -0.2, -0.1], [0.0, 0.0, 0.0], [0.1, -0.1, 0.0], [0.0, 0.0, 0.0], [0.0, -0.1, 0.0], [0.0, -0.1, 0.0], [0.2, 0.1, 0.1], [-0.2, 0.1, 0.5], [0.0, 0.0, 0.0], [0.0, 0.0, 0.1], [-0.2, 0.3, -0.2], [0.0, 0.0, 0.0], [0.0, 0.0, 0.0], [0.0, 0.0, 0.0], [-0.1, 0.1, 0.2], [0.0, 0.0, 0.0], [0.0, 0.0, 0.0], [0.0, 0.0, 0.0], [0.0, 0.0, 0.0], [0.0, 0.1, -0.1], [-0.2, -0.1, 0.0], [0.3, 0.0, -0.2], [-0.1, -0.8, 0.5], [0.1, 0.8, 0.0], [-0.3, -0.5, 0.3], [0.1, 0.0, 0.0], [-0.2, 0.3, 0.2], [-0.4, -0.3, -0.3], [0.1, 0.1, 0.0], [-0.2, 0.0, 0.1], [0.0, 0.1, 0.0], [0.0, -0.1, 0.0], [0.1, 0.1, 0.0], [0.0, -0.1, -0.1], [-0.1, 0.2, 0.0], [0.1, 0.0, 0.0], [0.1, 0.0, 0.0], [0.1, 0.0, 0.0], [0.1, 0.1, 0.0], [0.2, 0.1, -0.1], [-0.2, -0.2, 0.2], [0.2, 0.1, 0.0], [0.0, 0.1, 0.0], [0.1, 0.0, -0.1], [0.2, 0.0, 0.1], [0.1, 0.0, 0.0], [0.0, -0.1, -0.1], [0.1, 0.0, -0.1], [0.0, 0.0, 0.0], [0.0, 0.0, 0.0], [-0.1, 0.0, 0.0], [-0.1, 0.1, -0.1], [0.0, 0.0, 0.0], [0.1, 0.0, 0.0], [0.0, -0.1, 0.0], [0.0, 0.2, 0.1], [-0.3, -0.4, 0.5], [0.2, -0.3, -0.2], [-0.3, 0.0, -0.2], [0.0, 0.1, 0.0], [0.1, 0.0, 0.0], [0.0, 0.0, 0.0], [0.0, 0.0, 0.0], [0.0, -0.2, -0.2], [-0.4, 0.1, -0.1], [0.0, 0.0, 0.0], [0.0, -0.1, 0.1], [0.0, 0.0, 0.0], [0.1, 0.3, -0.4], [0.0, 0.0, 0.0], [0.0, 0.0, 0.1], [0.0, 0.2, 0.1], [0.0, 0.1, -0.1], [0.0, -0.1, 0.2], [0.0, 0.0, 0.1], [0.0, 0.0, 0.0], [0.0, 0.0, 0.0], [0.0, 0.1, 0.2]]}